The following is a quantum chemistry calculation of a 2-piece molecular cluster, C38H59 overall in a non-equilibrium geometry, from OMol25.

Last column: Löwdin charge in e.
Cartesian coordinates (Å):
1 C 0.988 4.309 -0.656  -0.212
2 C 2.120 3.371 -1.096  -0.220
3 C 1.687 2.280 -2.073  -0.218
4 C 2.835 1.435 -2.635  -0.213
5 C 3.565 0.515 -1.643  -0.202
6 C 2.811 -0.759 -1.189  -0.206
7 C 2.159 -0.673 0.190  -0.214
8 C 1.527 -1.995 0.675  -0.160
9 C 0.971 -1.948 2.097  -0.268
10 C 1.347 -2.824 3.056  0.049
11 C -0.081 -0.866 2.367  -0.168
12 C 0.410 0.328 3.189  -0.207
13 C -0.580 1.501 3.337  -0.206
14 C -0.990 2.270 2.068  -0.213
15 C 0.177 2.936 1.340  -0.224
16 C -0.207 3.648 0.043  -0.216
17 H 1.425 5.059 0.014  0.111
18 H 0.609 4.847 -1.533  0.111
19 H 2.896 3.983 -1.580  0.118
20 H 2.600 2.917 -0.218  0.099
21 H 0.933 1.627 -1.606  0.101
22 H 1.179 2.759 -2.925  0.120
23 H 2.434 0.831 -3.459  0.109
24 H 3.585 2.110 -3.071  0.111
25 H 4.477 0.173 -2.154  0.106
26 H 3.900 1.095 -0.770  0.105
27 H 2.050 -1.031 -1.936  0.118
28 H 3.543 -1.583 -1.172  0.108
29 H 2.913 -0.337 0.922  0.123
30 H 1.382 0.110 0.167  0.094
31 H 0.685 -2.217 -0.009  0.130
32 H 2.250 -2.820 0.588  0.111
33 H 0.950 -2.752 4.069  0.062
34 H 2.007 -3.661 2.821  0.044
35 H -0.457 -0.513 1.393  0.110
36 H -0.937 -1.324 2.895  0.124
37 H 0.633 -0.035 4.202  0.106
38 H 1.359 0.697 2.775  0.104
39 H -1.500 1.144 3.823  0.111
40 H -0.110 2.211 4.031  0.112
41 H -1.548 1.616 1.380  0.110
42 H -1.692 3.059 2.380  0.117
43 H 0.637 3.673 2.022  0.128
44 H 0.968 2.194 1.140  0.087
45 H -0.943 4.432 0.274  0.116
46 H -0.705 2.943 -0.637  0.109
47 C 7.072 -5.693 9.991  -0.048
48 C 5.859 -5.119 9.323  -0.261
49 C 4.628 -5.764 9.432  -0.010
50 C 3.466 -5.250 8.852  -0.201
51 C 2.219 -6.048 9.135  -0.052
52 C 3.532 -4.060 8.099  -0.119
53 C 2.282 -3.435 7.476  -0.298
54 C 1.303 -2.962 8.568  -0.036
55 C 1.573 -4.348 6.435  -0.134
56 C 2.277 -4.571 5.162  0.089
57 C 2.085 -5.679 4.313  -0.123
58 C 3.127 -6.019 3.372  -0.179
59 C 4.469 -5.354 3.449  -0.024
60 C 2.918 -6.995 2.411  0.022
61 C 1.707 -7.686 2.306  -0.202
62 C 1.497 -8.690 1.222  -0.017
63 C 0.726 -7.432 3.269  0.021
64 C 0.876 -6.476 4.263  -0.135
65 C -0.245 -6.344 5.247  -0.021
66 C 4.771 -3.398 7.993  -0.212
67 C 4.904 -2.085 7.266  -0.046
68 C 5.909 -3.935 8.592  -0.005
69 H 7.943 -5.059 9.805  0.077
70 H 6.937 -5.777 11.077  0.089
71 H 7.297 -6.700 9.620  0.087
72 H 4.557 -6.684 10.009  0.127
73 H 1.277 -5.559 8.880  0.047
74 H 2.244 -7.021 8.617  0.094
75 H 2.176 -6.283 10.211  0.099
76 H 2.570 -2.523 6.935  0.119
77 H 1.814 -2.252 9.235  0.099
78 H 0.434 -2.452 8.125  0.088
79 H 0.937 -3.790 9.188  0.069
80 H 1.364 -5.316 6.913  0.100
81 H 0.598 -3.876 6.211  0.138
82 H 3.113 -3.890 4.964  0.126
83 H 5.109 -5.750 2.651  0.092
84 H 4.427 -4.262 3.325  0.093
85 H 4.956 -5.572 4.411  0.107
86 H 3.723 -7.235 1.716  0.135
87 H 0.501 -9.136 1.300  0.088
88 H 1.585 -8.223 0.233  0.105
89 H 2.237 -9.501 1.256  0.105
90 H -0.196 -8.019 3.236  0.131
91 H -1.113 -6.908 4.879  0.094
92 H 0.024 -6.796 6.214  0.106
93 H -0.582 -5.313 5.412  0.090
94 H 5.946 -1.749 7.327  0.082
95 H 4.647 -2.162 6.199  0.076
96 H 4.280 -1.298 7.714  0.093
97 H 6.855 -3.398 8.500  0.119

HOMO level: -0.406 Eh
Energy relative to the best compared isomer or geometry (same formula, charge and spin): 0.0 kcal/mol
Charge: +1
Orbital gap: 5.823 eV